Below is a cluster of 3 separate species, C22H42F4N2O7Si in total at a distorted geometry, with properties calculated with the ωB97M-V functional and the def2-TZVPD basis.

Each line ends with the Mulliken charge.
Geometry (Å):
C1 1.88 1.09 -3.06  0.4161
C2 1.16 0.77 -3.97  -0.9082
Si1 0.17 0.22 -5.42  -0.1587
C3 1.02 0.61 -7.04  -0.4457
C4 1.81 1.88 -6.99  0.1550
O1 1.34 2.89 -6.57  -0.4372
O2 3.10 1.82 -7.49  -0.3482
C5 4.10 2.00 -6.53  0.5745
C6 4.07 3.19 -5.61  -0.7422
O3 4.98 1.22 -6.48  -0.4952
C7 -1.62 0.76 -5.29  -0.9206
C8 -1.95 2.14 -5.84  0.2705
C9 -1.47 3.28 -4.95  -1.2081
F1 -1.53 2.28 -7.13  -0.3574
C10 0.14 -1.71 -5.30  0.7053
F2 1.31 -2.27 -5.47  -0.2683
F3 -0.64 -2.17 -6.29  -0.3024
F4 -0.39 -2.16 -4.18  -0.2910
H1 2.61 1.08 -2.31  0.4975
H2 1.70 -0.21 -7.26  0.5799
H3 0.31 0.62 -7.85  0.4436
H4 3.74 2.83 -4.65  0.1171
H5 3.38 3.96 -5.92  0.3240
H6 5.06 3.60 -5.51  0.3441
H7 -2.26 0.05 -5.81  0.4851
H8 -1.93 0.72 -4.25  0.5423
H9 -3.03 2.21 -5.88  0.4112
H10 -2.30 3.93 -4.74  0.3815
H11 -1.13 2.91 -4.00  0.2842
H12 -0.72 3.89 -5.43  0.2597
C11 2.06 -5.11 -0.06  -0.6875
O4 0.86 -4.92 0.66  -0.3343
C12 1.05 -4.46 2.00  -0.9257
C13 0.63 -3.02 2.16  0.4046
N1 1.54 -2.11 1.48  -0.3962
C14 1.06 -0.73 1.36  -0.7070
C15 -0.24 -0.47 0.60  -0.5900
O5 -0.16 -0.69 -0.80  -0.3700
C16 -0.31 -2.05 -1.21  -0.3418
H13 1.81 -5.67 -0.97  0.2370
H14 2.51 -4.16 -0.36  0.2855
H15 2.78 -5.70 0.51  0.3307
H16 2.08 -4.62 2.33  0.4132
H17 0.40 -5.08 2.63  0.3643
H18 0.61 -2.77 3.22  0.0217
H19 -0.40 -2.93 1.78  0.1454
H20 1.73 -2.46 0.55  0.1281
H21 1.85 -0.17 0.86  0.3674
H22 0.97 -0.32 2.37  0.3554
H23 -0.46 0.60 0.71  0.4449
H24 -1.09 -1.00 1.03  0.3599
H25 -1.00 -2.60 -0.57  0.3193
H26 0.67 -2.55 -1.24  0.1168
H27 -0.70 -2.04 -2.22  0.1425
C17 -3.80 2.90 6.09  -0.7020
O6 -2.41 3.08 6.31  -0.3317
C18 -1.97 2.71 7.61  -0.8286
C19 -1.14 1.43 7.58  -0.1386
N2 -1.96 0.27 7.27  -0.3109
C20 -1.21 -0.94 6.96  -0.9671
C21 -0.26 -0.93 5.76  -0.3544
O7 -0.89 -0.85 4.50  -0.3146
C22 -1.28 0.45 4.09  -0.4574
H28 -4.05 3.42 5.17  0.2347
H29 -4.05 1.84 5.97  0.2898
H30 -4.39 3.32 6.90  0.3376
H31 -2.81 2.62 8.31  0.4017
H32 -1.33 3.52 7.97  0.3901
H33 -0.68 1.29 8.56  0.3835
H34 -0.35 1.58 6.84  0.1452
H35 -2.57 0.48 6.49  0.0878
H36 -1.95 -1.73 6.78  0.4144
H37 -0.65 -1.24 7.85  0.4299
H38 0.27 -1.89 5.76  0.3479
H39 0.52 -0.16 5.85  0.3642
H40 -0.58 1.22 4.43  0.3235
H41 -2.29 0.68 4.42  0.1593
H42 -1.29 0.46 3.00  0.1034

Computed properties:
- HOMO level (eV) = -8.57
- maximum force (Eh/bohr) = 0.0378
- structure (SMILES) = C#C[Si@](CC(=O)OC(C)=O)(C[C@@H](C)F)C(F)(F)F.COCCNCCOC.COCCNCCOC

---

Below is a cluster of 4 separate species, C22H42FNO18PS3Si in total at a distorted geometry, with properties calculated with the ωB97M-V functional and the def2-TZVPD basis.

Each line ends with the Mulliken charge.
Geometry (Å):
C1 2.06 -2.20 4.75  -0.9266
C2 2.72 -1.49 3.61  -0.4849
C3 2.25 -1.51 2.04  1.5289
Si1 2.87 -3.25 1.46  0.4022
C4 4.37 -3.68 2.66  -1.0491
C5 3.60 -3.28 -0.32  -0.8776
C6 1.57 -4.67 1.73  -0.8083
O1 2.87 -0.52 1.10  -0.5828
P1 1.87 0.94 0.94  1.5429
C7 0.87 2.56 0.73  -0.1369
C8 -0.61 2.56 1.45  -0.8438
C9 2.88 1.86 2.29  -0.3825
C10 4.08 2.75 1.55  0.1257
O2 5.26 2.19 1.16  -0.5464
C11 1.07 0.46 -0.76  -0.4027
O3 -0.28 0.38 -0.95  -0.5884
N1 1.91 0.12 -2.00  -0.2190
C12 1.05 -0.55 -3.07  0.4813
O4 0.57 0.10 -4.15  -0.4812
F1 0.68 -1.99 -2.96  -0.2329
O5 0.61 0.31 1.97  -0.3403
C13 0.63 -1.19 2.04  -0.9969
O6 -0.10 -1.95 1.02  0.0066
C14 -1.21 -2.73 1.59  -0.4754
C15 -2.62 -1.84 1.56  0.0098
C16 -3.89 -2.86 1.30  -0.9263
H1 1.77 -3.33 4.80  0.1853
H2 1.73 -1.52 5.67  0.2033
H3 3.71 -0.89 3.87  0.2985
H4 5.03 -4.55 2.18  0.3455
H5 3.96 -4.00 3.73  0.2079
H6 5.07 -2.72 2.74  0.2538
H7 2.98 -3.99 -1.01  0.2558
H8 4.71 -3.71 -0.28  0.2754
H9 3.69 -2.21 -0.80  0.0933
H10 0.88 -4.44 2.67  0.1251
H11 2.22 -5.64 1.98  0.3230
H12 0.94 -4.91 0.78  0.2061
H13 2.98 1.37 0.08  0.2080
H14 0.74 2.74 -0.44  -0.0402
H15 1.43 3.53 1.14  0.1011
H16 -0.56 2.55 2.65  0.1899
H17 -1.36 1.75 1.03  0.0899
H18 -1.10 3.61 1.19  0.2366
H19 3.47 1.13 3.02  0.1004
H20 2.22 2.53 2.99  0.2953
H21 3.85 3.89 1.32  0.1566
H22 2.71 -0.49 -1.72  0.3801
H23 0.02 -1.35 3.05  0.3022
H24 -1.41 -3.63 0.82  0.0722
H25 -0.99 -3.23 2.62  0.2724
H26 -2.55 -1.15 0.60  0.0739
H27 -2.82 -1.25 2.55  0.2704
H28 -3.59 -3.79 0.62  0.2344
H29 -4.30 -3.34 2.31  0.2384
H30 -4.78 -2.27 0.79  0.2800
C17 -0.92 3.49 -4.58  -0.2438
C18 0.27 3.03 -5.41  -0.2660
O7 0.49 4.07 -6.36  -0.3314
S1 0.07 5.50 -5.69  1.1171
O8 1.27 6.13 -5.19  -0.5434
O9 -0.86 6.16 -6.57  -0.5588
O10 -0.75 4.90 -4.42  -0.3043
H31 -1.86 3.32 -5.12  0.2519
H32 -0.96 2.99 -3.61  0.2676
H33 0.09 2.08 -5.92  0.3282
H34 1.17 2.94 -4.80  0.2948
C19 -0.38 7.64 -1.07  -0.3423
C20 0.65 6.53 -1.25  0.0225
O11 1.62 6.75 -0.23  -0.2940
S2 0.89 7.41 1.07  1.0874
O12 0.61 6.35 2.01  -0.5013
O13 1.59 8.62 1.43  -0.5757
O14 -0.51 7.82 0.34  -0.3351
H35 -0.03 8.58 -1.50  0.2955
H36 -1.35 7.38 -1.51  0.3173
H37 1.11 6.54 -2.24  0.2387
H38 0.20 5.54 -1.07  0.0742
C21 -6.67 -6.34 -1.84  -0.3627
C22 -5.30 -6.53 -1.21  -0.3638
O15 -5.12 -5.40 -0.36  -0.2299
S3 -6.57 -4.94 0.22  1.1071
O16 -6.73 -5.52 1.54  -0.5599
O17 -6.76 -3.54 -0.05  -0.5148
O18 -7.50 -5.80 -0.81  -0.3068
H39 -6.64 -5.62 -2.67  0.2839
H40 -7.09 -7.29 -2.21  0.3086
H41 -4.50 -6.58 -1.96  0.3348
H42 -5.27 -7.43 -0.59  0.2745

Computed properties:
- HOMO level (eV) = -5.54
- maximum force (Eh/bohr) = 0.1861
- charge = -1

---

Among the records above, which one has the highest maximum force? C22H42FNO18PS3Si